No. 1
ORCA calculation (ωB97M-V/def2-TZVPD) on 11 unconnected molecules or ions with the total composition C48H76NO20P at a distorted geometry.

SMILES: C#CP(CNC)[C@H](C)CC.O=C1CCCO1.O=C1CCCO1.O=C1CCCO1.O=C1CCCO1.O=C1CCCO1.O=C1CCCO1.O=C1CCCO1.O=C1CCCO1.O=C1CCCO1.O=C1CCCO1
Spin multiplicity: 1
Calculated total energy: -3775.4468 a.u.
Orbital gap: 7.5 eV

Last column: Mulliken charge in e.
CARTESIAN COORDINATES (ANGSTROEM)
C1 -0.12 -2.63 0.90  0.496
C2 -1.11 -1.91 0.77  -1.162
P1 -2.68 -1.06 0.18  0.164
C3 -4.07 -2.09 0.93  -0.911
N1 -3.70 -3.55 0.88  -0.285
C4 -4.19 -4.13 -0.42  -0.671
C5 -2.76 -1.12 -1.74  0.396
C6 -1.72 -2.23 -2.23  -1.335
C7 -2.43 0.35 -2.23  -0.142
C8 -2.02 0.47 -3.77  -0.814
H1 0.60 -3.46 1.11  0.396
H2 -4.18 -1.81 2.03  0.364
H3 -5.08 -1.93 0.43  0.395
H4 -4.17 -4.05 1.65  0.275
H5 -4.39 -3.33 -1.18  0.066
H6 -3.36 -4.80 -0.82  0.297
H7 -5.16 -4.70 -0.26  0.290
H8 -3.78 -1.40 -2.12  0.365
H9 -2.05 -2.54 -3.27  0.270
H10 -0.70 -1.77 -2.35  0.324
H11 -1.74 -3.15 -1.59  0.277
H12 -1.68 0.91 -1.60  -0.090
H13 -3.40 0.95 -2.12  0.314
H14 -1.10 1.14 -3.81  0.193
H15 -1.80 -0.51 -4.28  0.109
H16 -2.86 0.98 -4.33  0.308
O1 5.95 0.25 0.86  -0.604
C9 5.02 -0.30 1.38  0.263
C10 5.09 -1.51 2.27  -0.062
C11 3.65 -1.97 2.30  -0.584
C12 2.89 -0.68 2.10  0.049
O2 3.73 0.13 1.27  -0.333
H17 5.44 -1.21 3.26  0.064
H18 5.75 -2.27 1.85  0.384
H19 3.37 -2.50 3.21  0.364
H20 3.46 -2.64 1.45  0.275
H21 2.72 -0.15 3.04  0.195
H22 1.93 -0.84 1.60  -0.033
O3 -2.58 0.65 3.10  -0.607
C13 -2.25 1.63 2.47  0.221
C14 -1.95 2.99 3.06  -0.150
C15 -2.00 3.88 1.83  -0.005
C16 -1.58 2.93 0.73  -0.628
O4 -2.07 1.64 1.13  0.022
H23 -0.95 2.96 3.51  0.216
H24 -2.70 3.28 3.79  0.177
H25 -1.36 4.76 1.91  0.436
H26 -3.02 4.21 1.66  -0.398
H27 -0.49 2.87 0.62  0.327
H28 -2.02 3.21 -0.23  0.407
O5 -2.24 5.35 5.31  -0.583
C17 -1.93 4.64 6.23  0.627
C18 -0.65 4.73 7.02  -0.454
C19 -0.64 3.39 7.74  -0.483
C20 -2.11 3.09 7.89  -0.448
O6 -2.73 3.66 6.73  -0.344
H29 -0.71 5.57 7.71  0.286
H30 0.21 4.84 6.36  0.262
H31 -0.10 3.42 8.70  0.323
H32 -0.16 2.64 7.11  0.259
H33 -2.54 3.55 8.78  0.283
H34 -2.30 2.02 7.91  0.312
O7 -0.75 3.58 -5.45  -0.610
C21 -0.86 2.82 -6.37  0.518
C22 0.22 2.47 -7.36  -0.419
C23 -0.56 1.81 -8.48  -0.558
C24 -1.74 1.22 -7.74  0.045
O8 -1.99 2.11 -6.64  -0.315
H35 0.92 1.77 -6.89  0.255
H36 0.74 3.36 -7.70  0.272
H37 0.01 1.08 -9.05  0.314
H38 -0.91 2.58 -9.18  0.287
H39 -1.52 0.23 -7.34  -0.105
H40 -2.63 1.15 -8.37  0.404
O9 -1.23 -1.04 -8.92  -0.576
C25 -0.79 -2.01 -8.35  0.537
C26 -0.66 -3.40 -8.93  -0.496
C27 -0.44 -4.24 -7.69  -0.440
C28 0.24 -3.27 -6.75  -0.443
O10 -0.31 -1.98 -7.08  -0.346
H41 0.21 -3.42 -9.60  0.271
H42 -1.56 -3.69 -9.46  0.325
H43 0.14 -5.14 -7.87  0.338
H44 -1.41 -4.54 -7.28  0.238
H45 1.32 -3.24 -6.89  0.257
H46 0.03 -3.50 -5.70  0.287
O11 -4.84 5.83 0.17  -0.572
C29 -5.78 5.30 0.69  0.509
C30 -5.73 4.07 1.57  0.095
C31 -7.18 3.64 1.60  -0.634
C32 -7.91 4.96 1.43  -0.404
O12 -7.06 5.75 0.60  -0.382
H47 -5.36 4.36 2.56  0.221
H48 -5.09 3.30 1.13  -0.011
H49 -7.46 3.11 2.51  0.345
H50 -7.39 2.98 0.75  0.282
H51 -8.06 5.48 2.38  0.245
H52 -8.88 4.82 0.94  0.344
O13 2.17 8.98 -7.04  -0.577
C33 1.22 8.46 -6.52  0.521
C34 1.27 7.25 -5.62  -0.445
C35 -0.18 6.82 -5.59  -0.193
C36 -0.91 8.13 -5.79  -0.468
O14 -0.05 8.92 -6.62  -0.355
H53 1.63 7.55 -4.64  0.284
H54 1.91 6.47 -6.05  0.245
H55 -0.47 6.30 -4.68  0.374
H56 -0.39 6.15 -6.43  0.025
H57 -1.07 8.66 -4.85  0.251
H58 -1.88 7.99 -6.28  0.326
O15 7.10 -3.07 3.12  -0.597
C37 6.99 -3.26 4.30  0.537
C38 7.80 -2.59 5.38  -0.398
C39 7.52 -3.48 6.58  -0.233
C40 6.14 -4.01 6.28  -0.486
O16 6.07 -4.09 4.85  -0.371
H59 7.43 -1.57 5.53  0.215
H60 8.86 -2.57 5.13  0.317
H61 7.59 -2.96 7.53  0.266
H62 8.24 -4.30 6.60  0.214
H63 5.35 -3.33 6.62  0.262
H64 5.97 -4.99 6.71  0.305
O17 10.58 -1.25 7.01  -0.552
C41 10.89 -1.95 7.93  0.477
C42 12.16 -1.83 8.74  -0.444
C43 12.20 -3.16 9.47  -0.497
C44 10.73 -3.50 9.60  -0.476
O18 10.11 -2.94 8.43  -0.274
H65 12.07 -0.99 9.42  0.273
H66 13.03 -1.70 8.09  0.290
H67 12.72 -3.12 10.43  0.322
H68 12.70 -3.90 8.85  0.274
H69 10.27 -3.04 10.48  0.267
H70 10.56 -4.57 9.63  0.323
O19 -3.50 -6.01 -3.99  -0.568
C45 -4.67 -6.29 -3.97  0.471
C46 -5.64 -5.96 -2.86  -0.020
C47 -6.81 -6.88 -3.18  -0.650
C48 -6.71 -7.01 -4.68  -0.424
O20 -5.32 -6.93 -4.98  -0.380
H71 -5.91 -4.91 -2.93  0.212
H72 -5.21 -6.18 -1.89  0.135
H73 -7.77 -6.49 -2.84  0.355
H74 -6.65 -7.85 -2.70  0.279
H75 -7.23 -6.21 -5.20  0.241
H76 -7.11 -7.97 -5.03  0.343

=====

No. 2
ORCA calculation (ωB97M-V/def2-TZVPD) on 12 unconnected molecules or ions with the total composition C48H76O22 at a distorted geometry.

Energy above the lowest of the compared OMol25 structures with the same formula, charge and spin: 0.0 kcal/mol
SMILES: O=C1CCCO1.O=C1CCCO1.O=C1CCCO1.O=C1CCCO1.O=C1CCCO1.O=C1CCCO1.O=C1CCCO1.O=C1CCCO1.O=C1CCCO1.O=C1CCCO1.C1CCOC1.C1CCOC1
Spin multiplicity: 1
Calculated total energy: -3529.9926 a.u.
Orbital gap: 9.0 eV

Last column: Mulliken charge in e.
CARTESIAN COORDINATES (ANGSTROEM)
O1 -3.26 4.03 -2.77  -0.596
C1 -2.92 3.04 -3.35  0.690
C2 -3.76 1.87 -3.81  -0.673
C3 -2.68 0.80 -4.00  0.657
C4 -1.44 1.60 -4.36  -0.550
O2 -1.63 2.86 -3.72  -0.326
H1 -4.58 1.68 -3.13  0.193
H2 -4.17 2.23 -4.76  0.279
H3 -2.57 0.12 -3.15  -0.952
H4 -2.92 0.07 -4.78  0.780
H5 -0.56 1.05 -4.05  0.078
H6 -1.41 1.76 -5.44  0.428
O3 -1.62 5.93 2.56  -0.633
C5 -0.63 5.27 2.44  0.288
C6 0.73 5.48 3.06  -0.658
C7 1.43 4.12 2.88  -0.471
C8 0.60 3.44 1.77  1.471
O4 -0.61 4.18 1.66  0.076
H7 1.26 6.22 2.45  0.173
H8 0.74 5.78 4.10  0.436
H9 2.49 4.10 2.62  0.391
H10 1.36 3.51 3.78  0.226
H11 1.14 3.57 0.82  -0.848
H12 0.40 2.39 1.91  -0.574
O5 0.27 -3.52 2.00  -0.457
C9 0.49 -4.34 1.16  0.263
C10 1.55 -5.39 1.12  -0.230
C11 0.95 -6.41 0.16  -1.028
C12 0.08 -5.57 -0.76  0.109
O6 -0.32 -4.45 0.07  0.214
H13 2.41 -4.87 0.68  -0.161
H14 1.72 -5.78 2.12  0.418
H15 1.70 -7.00 -0.36  0.363
H16 0.31 -7.15 0.64  0.324
H17 0.60 -5.21 -1.65  0.003
H18 -0.78 -6.14 -1.09  0.277
O7 -0.31 -1.36 -4.40  -0.587
C13 0.71 -1.80 -3.95  -0.171
C14 0.91 -3.12 -3.24  1.040
C15 2.42 -3.25 -3.33  -0.698
C16 2.92 -1.81 -3.37  0.731
O8 1.86 -1.10 -4.05  -0.376
H19 0.58 -2.98 -2.20  -0.910
H20 0.33 -3.87 -3.76  0.754
H21 2.83 -3.75 -2.45  0.192
H22 2.74 -3.89 -4.16  0.300
H23 3.03 -1.41 -2.36  -0.676
H24 3.86 -1.71 -3.90  0.416
O9 -3.18 -0.28 3.36  -0.515
C17 -3.46 -1.39 3.02  0.280
C18 -2.90 -2.19 1.87  2.252
C19 -3.46 -3.58 2.07  -0.476
C20 -4.74 -3.31 2.89  -0.560
O10 -4.37 -2.15 3.67  -0.438
H25 -3.16 -1.76 0.90  -1.215
H26 -1.82 -2.10 1.95  -0.678
H27 -3.68 -4.00 1.09  0.248
H28 -2.85 -4.26 2.66  0.261
H29 -5.66 -3.12 2.35  0.240
H30 -4.94 -4.05 3.65  0.334
O11 3.10 -2.77 -0.13  -0.374
C21 3.69 -2.30 0.81  0.002
C22 3.73 -2.78 2.25  0.481
C23 4.98 -2.13 2.77  -0.776
C24 5.01 -0.84 1.97  0.057
O12 4.49 -1.23 0.69  -0.246
H31 2.80 -2.45 2.71  -0.455
H32 3.77 -3.87 2.22  0.364
H33 4.98 -1.82 3.82  0.369
H34 5.93 -2.64 2.58  0.287
H35 4.39 -0.05 2.40  -0.191
H36 5.98 -0.36 1.94  0.440
O13 -5.39 2.81 3.20  -0.634
C25 -4.87 2.46 2.19  0.142
C26 -3.60 2.95 1.54  1.082
C27 -3.94 2.77 0.08  0.396
C28 -4.82 1.52 0.07  0.181
O14 -5.47 1.58 1.36  -0.424
H37 -3.24 3.92 1.87  0.295
H38 -2.80 2.26 1.82  -0.663
H39 -4.51 3.62 -0.31  0.303
H40 -3.06 2.62 -0.55  -0.617
H41 -5.54 1.58 -0.74  0.206
H42 -4.28 0.58 -0.02  -0.228
O15 -4.14 -1.24 -1.69  -0.370
C29 -3.94 -2.34 -2.12  0.111
C30 -2.61 -3.04 -2.35  2.203
C31 -3.02 -4.27 -3.15  -0.987
C32 -4.54 -4.37 -3.09  -0.490
O16 -4.95 -3.14 -2.46  -0.466
H43 -1.84 -2.48 -2.89  -0.844
H44 -2.22 -3.32 -1.37  -0.407
H45 -2.66 -4.14 -4.17  0.370
H46 -2.51 -5.20 -2.86  0.322
H47 -4.99 -4.42 -4.08  0.291
H48 -4.87 -5.18 -2.45  0.301
O17 2.16 0.92 2.89  -0.468
C33 1.61 0.18 3.67  0.229
C34 0.14 0.16 4.05  0.246
C35 0.07 -1.23 4.69  0.267
C36 1.43 -1.45 5.31  -0.791
O18 2.28 -0.69 4.40  -0.422
H49 0.02 0.96 4.79  0.548
H50 -0.56 0.34 3.24  -0.425
H51 -0.75 -1.42 5.40  0.602
H52 -0.09 -1.96 3.90  -0.463
H53 1.62 -1.04 6.30  0.346
H54 1.77 -2.48 5.32  0.356
O19 2.74 6.00 -0.41  -0.629
C37 1.58 5.93 -0.72  0.434
C38 1.02 5.04 -1.83  0.593
C39 -0.17 5.88 -2.27  -0.277
C40 -0.59 6.53 -0.97  -0.172
O20 0.65 6.78 -0.25  -0.362
H55 1.77 4.82 -2.58  0.498
H56 0.68 4.13 -1.33  -0.712
H57 0.10 6.60 -3.05  0.340
H58 -0.95 5.25 -2.70  -0.076
H59 -0.97 7.53 -1.17  0.376
H60 -1.22 5.85 -0.41  -0.005
C41 4.00 2.39 -1.31  0.144
C42 5.17 1.43 -1.43  0.338
C43 6.12 1.88 -0.35  -0.928
O21 5.28 2.27 0.73  -0.489
C44 4.08 2.82 0.18  0.930
H61 3.06 1.88 -1.48  -0.435
H62 4.09 3.29 -1.91  0.342
H63 5.59 1.33 -2.43  0.477
H64 4.79 0.42 -1.24  -0.428
H65 6.76 2.70 -0.69  0.335
H66 6.84 1.09 -0.08  0.446
H67 4.02 3.91 0.29  0.260
H68 3.23 2.41 0.72  -0.975
C45 -0.79 -0.42 -0.58  1.843
C46 0.41 -0.88 0.18  1.876
C47 1.44 0.19 -0.19  1.126
O22 0.72 1.38 -0.49  -0.449
C48 -0.66 1.10 -0.61  1.827
H69 -1.75 -0.81 -0.23  -0.406
H70 -0.72 -0.78 -1.62  -1.374
H71 0.76 -1.86 -0.13  -0.441
H72 0.28 -0.83 1.27  -1.056
H73 1.94 -0.16 -1.11  -0.660
H74 2.27 0.29 0.51  -0.328
H75 -1.06 1.50 -1.55  -1.101
H76 -1.23 1.50 0.24  -0.672

=====

No. 3
ORCA calculation (ωB97M-V/def2-TZVPD) on 12 unconnected molecules or ions with the total composition C48H78F18O30 at a distorted geometry.

Energy above the lowest of the compared OMol25 structures with the same formula, charge and spin: 59.7 kcal/mol
SMILES: CCOC(=O)C(F)(F)F.CCOC(=O)C(F)(F)F.CCOC(=O)C(F)(F)F.CCOC(=O)C(F)(F)F.CCOC(=O)C(F)(F)F.CCOC(=O)C(F)(F)F.CCOC(=O)OC.CCOC(=O)OC.CCOC(=O)OC.CCOC(=O)OC.CCOC(=O)OC.CCOC(=O)OC
Spin multiplicity: 1
Calculated total energy: -5930.6571 a.u.
Orbital gap: 10.5 eV

Last column: Mulliken charge in e.
CARTESIAN COORDINATES (ANGSTROEM)
C1 4.33 6.02 -8.71  -1.095
C2 4.78 4.59 -8.53  -0.289
O1 3.75 3.96 -7.71  -0.198
C3 3.92 2.69 -7.48  0.166
O2 4.77 2.02 -7.92  -0.504
C4 2.82 2.06 -6.61  1.068
F1 3.41 1.34 -5.63  -0.222
F2 2.06 3.00 -5.98  -0.251
F3 2.04 1.23 -7.30  -0.264
H1 4.06 6.41 -7.73  0.304
H2 3.44 6.03 -9.34  0.295
H3 5.13 6.58 -9.17  0.373
H4 5.80 4.49 -8.18  0.338
H5 4.67 3.99 -9.44  0.307
C5 5.32 -0.44 0.51  0.192
C6 6.07 -0.52 -0.81  -0.188
O3 6.97 0.59 -0.91  -0.342
C7 6.58 1.73 -1.33  0.409
O4 5.52 1.94 -1.78  -0.490
C8 7.67 2.79 -1.25  0.771
F4 8.82 2.34 -0.82  -0.264
F5 7.85 3.27 -2.47  -0.277
F6 7.26 3.76 -0.46  -0.231
H6 6.00 -0.52 1.36  0.513
H7 4.49 -1.14 0.49  -0.541
H8 4.78 0.51 0.60  -0.189
H9 5.41 -0.53 -1.68  0.163
H10 6.62 -1.46 -0.77  0.372
C9 2.45 -5.21 0.76  -1.040
C10 2.25 -3.76 0.35  0.127
O5 1.76 -2.97 1.45  0.142
C11 2.57 -2.65 2.40  0.319
O6 3.70 -2.90 2.42  -0.504
C12 1.86 -1.90 3.51  0.580
F7 2.48 -2.16 4.64  -0.289
F8 1.83 -0.58 3.29  -0.218
F9 0.59 -2.33 3.65  -0.075
H11 2.86 -5.80 -0.06  0.555
H12 1.50 -5.59 1.15  -0.255
H13 3.13 -5.28 1.61  0.361
H14 1.52 -3.73 -0.46  0.477
H15 3.20 -3.32 0.04  -0.142
C13 -3.44 -3.34 7.67  -1.334
C14 -2.38 -2.96 6.66  0.117
O7 -2.50 -1.62 6.14  -0.291
C15 -3.37 -1.40 5.18  0.128
O8 -4.08 -2.20 4.71  -0.510
C16 -3.26 0.05 4.63  1.214
F10 -4.38 0.75 4.84  -0.237
F11 -2.24 0.69 5.22  -0.265
F12 -3.03 0.03 3.30  -0.238
H16 -3.13 -4.30 8.11  0.422
H17 -4.40 -3.59 7.22  0.299
H18 -3.57 -2.62 8.47  0.315
H19 -2.39 -3.69 5.85  -0.002
H20 -1.39 -3.11 7.09  0.459
C17 -5.39 -6.70 0.67  -1.112
C18 -4.54 -5.66 -0.04  -0.280
O9 -4.58 -4.50 0.81  -0.200
C19 -5.13 -3.41 0.34  -0.007
O10 -5.25 -3.17 -0.78  -0.507
C20 -5.51 -2.30 1.35  1.121
F13 -6.67 -1.81 0.93  -0.272
F14 -5.66 -2.75 2.59  -0.220
F15 -4.68 -1.29 1.35  -0.289
H21 -4.97 -7.05 1.61  0.310
H22 -5.80 -7.42 -0.03  0.375
H23 -6.28 -6.17 1.03  0.281
H24 -4.87 -5.53 -1.06  0.413
H25 -3.51 -5.99 -0.03  0.210
C21 4.97 3.87 1.70  -0.970
C22 3.77 4.80 1.80  -0.262
O11 3.11 4.43 3.02  -0.206
C23 2.09 5.19 3.36  0.383
O12 1.83 6.24 2.87  -0.558
C24 1.21 4.55 4.45  0.851
F16 1.75 3.46 4.99  -0.247
F17 0.98 5.47 5.36  -0.272
F18 0.05 4.22 3.92  -0.190
H26 5.34 3.78 0.67  0.172
H27 4.75 2.84 1.99  0.272
H28 5.78 4.32 2.26  0.453
H29 3.09 4.72 0.96  0.218
H30 4.15 5.81 1.85  0.364
C25 0.78 -8.46 1.94  -0.828
C26 -0.17 -8.29 3.11  -0.154
O13 0.25 -7.16 3.88  -0.416
C27 -0.13 -5.93 3.55  0.649
O14 0.27 -4.97 4.13  -0.503
O15 -1.01 -5.93 2.55  -0.160
C28 -1.74 -4.75 2.28  0.441
H31 0.84 -7.53 1.37  0.101
H32 0.51 -9.27 1.27  0.397
H33 1.77 -8.55 2.39  0.297
H34 -0.11 -9.07 3.85  0.335
H35 -1.16 -8.14 2.69  0.201
H36 -2.39 -4.47 3.10  0.275
H37 -2.46 -5.02 1.51  -0.604
H38 -1.19 -3.91 1.86  0.100
C29 5.61 -5.79 -4.98  -1.274
C30 5.09 -5.19 -3.68  -0.109
O16 3.98 -4.33 -4.02  -0.397
C31 3.69 -3.44 -3.11  0.733
O17 4.31 -3.21 -2.12  -0.489
O18 2.69 -2.72 -3.56  -0.443
C32 2.17 -1.80 -2.65  0.616
H39 6.31 -6.57 -4.69  0.395
H40 6.00 -4.99 -5.61  0.330
H41 4.77 -6.18 -5.56  0.311
H42 5.87 -4.72 -3.09  0.342
H43 4.66 -6.01 -3.10  0.216
H44 1.82 -2.27 -1.72  -0.505
H45 1.30 -1.24 -2.96  0.395
H46 2.92 -1.14 -2.20  -0.175
C33 -1.74 0.86 -3.12  -0.885
C34 -3.15 0.81 -2.61  0.614
O19 -3.86 1.79 -3.39  -0.369
C35 -5.05 2.11 -2.94  0.956
O20 -5.55 1.71 -1.93  -0.576
O21 -5.46 3.11 -3.67  -0.377
C36 -6.65 3.80 -3.26  -0.646
H47 -1.50 1.92 -3.27  0.187
H48 -1.55 0.38 -4.08  0.565
H49 -1.03 0.58 -2.34  -0.120
H50 -3.26 1.12 -1.56  -0.656
H51 -3.67 -0.15 -2.67  0.562
H52 -7.04 4.38 -4.09  0.246
H53 -6.44 4.52 -2.46  0.233
H54 -7.31 3.03 -2.86  0.316
C37 -1.31 3.97 1.13  -1.191
C38 -1.86 3.25 -0.07  3.002
O22 -1.78 3.99 -1.32  -0.523
C39 -2.77 4.82 -1.60  0.515
O23 -3.77 4.94 -0.99  -0.498
O24 -2.47 5.47 -2.71  -0.281
C40 -2.95 6.84 -2.89  -0.772
H55 -1.84 4.91 1.29  0.559
H56 -0.25 4.19 0.99  0.272
H57 -1.56 3.43 2.04  0.111
H58 -2.80 2.72 0.09  -1.135
H59 -1.22 2.39 -0.34  -0.829
H60 -2.53 7.42 -2.08  0.310
H61 -4.04 6.77 -2.79  0.285
H62 -2.73 7.07 -3.92  0.250
C41 -6.25 1.53 1.80  -1.211
C42 -4.89 2.04 1.41  0.219
O25 -4.18 2.70 2.46  0.311
C43 -4.59 3.91 2.84  0.394
O26 -5.32 4.63 2.27  -0.575
O27 -3.83 4.22 3.88  -0.173
C44 -4.07 5.45 4.48  -0.874
H63 -6.25 0.59 2.36  0.211
H64 -6.97 1.48 0.99  0.319
H65 -6.77 2.22 2.47  0.386
H66 -5.02 2.66 0.52  0.107
H67 -4.24 1.25 1.04  -0.054
H68 -3.37 6.24 4.19  0.278
H69 -3.90 5.34 5.55  0.250
H70 -5.09 5.77 4.29  0.379
C45 2.14 2.46 -2.56  -1.289
C46 2.37 1.71 -1.26  0.902
O28 1.29 0.80 -1.07  0.199
C47 0.68 0.83 0.10  0.131
O29 0.97 1.45 1.05  -0.564
O30 -0.32 -0.02 0.04  -0.388
C48 -1.04 -0.25 1.23  0.553
H71 2.05 1.76 -3.40  0.219
H72 2.84 3.27 -2.75  0.473
H73 1.16 2.97 -2.56  0.193
H74 2.44 2.43 -0.45  -0.029
H75 3.32 1.17 -1.33  -0.432
H76 -1.64 0.63 1.50  -0.304
H77 -0.38 -0.47 2.06  -0.057
H78 -1.75 -1.07 1.14  0.350

=====

Highest occupied orbital energy: -7.1; -9.1; -10.3 (eV)